(1)
Density functional theory data (ωB97M-V with the def2-TZVPD basis set) for a molecular structure, C20H46NdO4P4 in a non-equilibrium geometry.

Output
Total charge ... +3
Kohn-Sham gap (spin up / spin down) ... 0.0963 / 0.0976 hartree
<S²> ... 3.75
Energy above the lowest of the compared OMol25 structures with the same formula, charge and spin ... 29.9 kcal per mole
LUMO (spin up / spin down) ... -12.61 / -12.61 eV
HOMO level (spin up / spin down) ... -15.233 / -15.268 eV
Max |F| ... 5.01 eV/Å
Multiplicity ... 4

Positions of all 75 atoms, in Å:
Nd  -0.507  -0.216  0.377
P  0.932  -2.709  -1.146
P  2.564  0.259  0.846
P  -3.219  0.301  -0.427
H  2.640  4.057  -0.446
C  1.539  4.275  -0.522
C  0.829  4.605  0.531
H  1.245  4.638  1.549
C  1.898  -2.427  -2.614
C  1.874  -3.724  -0.109
C  -0.520  -3.546  -1.639
C  2.762  1.826  1.772
C  3.756  -0.812  1.743
C  3.535  0.670  -0.656
C  -3.556  2.093  -0.251
C  -4.640  -0.394  0.473
C  -3.689  0.038  -2.168
H  1.108  4.060  -1.489
H  -0.277  4.625  0.496
H  1.300  -1.959  -3.398
H  2.185  -3.431  -2.929
H  2.795  -1.835  -2.415
H  1.973  -4.660  -0.674
H  1.407  -3.973  0.847
H  2.880  -3.350  0.077
H  -0.155  -4.468  -2.107
H  -1.111  -3.002  -2.378
H  -1.158  -3.834  -0.803
H  3.837  2.021  1.900
H  2.293  1.735  2.759
H  2.295  2.670  1.245
H  4.638  -0.222  2.032
H  4.075  -1.654  1.112
H  3.284  -1.213  2.651
H  4.459  1.189  -0.362
H  2.953  1.326  -1.318
H  3.796  -0.244  -1.207
H  -4.547  2.284  -0.682
H  -2.802  2.682  -0.785
H  -3.534  2.386  0.805
H  -5.536  0.205  0.265
H  -4.427  -0.376  1.551
H  -4.793  -1.431  0.151
H  -4.506  0.724  -2.432
H  -4.014  -1.003  -2.294
H  -2.824  0.230  -2.816
C  0.159  1.371  -2.566
C  0.996  0.746  -3.566
C  0.723  1.084  -4.904
C  -0.270  2.023  -5.192
C  -0.968  2.697  -4.199
C  -0.674  2.422  -2.896
O  -0.123  1.057  -1.231
H  0.867  -1.483  -0.651
H  1.807  0.048  -3.318
H  1.274  0.621  -5.722
H  -0.504  2.277  -6.233
H  -1.738  3.446  -4.364
H  -1.194  2.797  -1.984
C  -1.402  -3.456  5.076
O  -0.571  -3.957  4.001
P  -0.394  -3.367  2.527
O  -0.097  -1.723  2.711
C  0.408  -1.109  3.944
O  -0.950  1.137  1.980
C  -1.641  1.821  2.992
H  -1.729  -4.343  5.622
H  -2.260  -2.908  4.670
H  -0.805  -2.812  5.731
H  -0.446  -0.800  4.554
H  1.073  -1.797  4.487
H  0.958  -0.229  3.604
H  -1.620  1.256  3.930
H  -1.236  2.820  3.211
H  -2.679  1.943  2.672

=====

(2)
Density functional theory data (ωB97M-V with the def2-TZVPD basis set) for a molecular structure, C20H46O3P4SSn in a non-equilibrium geometry.

Output
Total charge ... +4
Kohn-Sham gap (spin up / spin down) ... 0.1672 / 0.1839 hartree
LUMO (spin up / spin down) ... -14.56 / -14.06 eV
HOMO level (spin up / spin down) ... -19.109 / -19.067 eV
Max |F| ... 4.98 eV/Å

Positions of all 75 atoms, in Å:
Sn  -0.183  0.172  -0.150
P  1.916  1.239  1.130
P  -2.251  2.878  0.984
P  0.927  1.700  -2.279
H  0.489  -5.546  0.732
C  0.972  -4.950  -0.054
C  2.279  -4.658  0.003
H  2.895  -5.068  0.815
C  2.223  0.638  2.813
C  1.860  3.046  1.388
C  3.523  0.970  0.320
C  -3.643  2.041  0.240
C  -2.652  3.369  2.654
C  -1.732  4.229  -0.070
C  2.322  0.921  -3.160
C  1.485  3.439  -2.209
C  -0.311  1.785  -3.615
H  0.334  -4.639  -0.894
H  2.797  -4.026  -0.733
H  2.052  -0.445  2.878
H  1.555  1.131  3.534
H  3.270  0.872  3.067
H  0.944  3.328  1.926
H  1.900  3.598  0.440
H  2.727  3.330  2.006
H  3.625  -0.085  0.033
H  4.306  1.223  1.053
H  3.645  1.595  -0.574
H  -4.558  2.543  0.581
H  -3.671  0.985  0.540
H  -3.590  2.101  -0.854
H  -3.732  3.539  2.721
H  -2.105  4.282  2.909
H  -2.364  2.561  3.342
H  -2.508  5.011  -0.036
H  -1.620  3.900  -1.115
H  -0.776  4.657  0.267
H  2.383  1.394  -4.149
H  2.153  -0.157  -3.271
H  3.259  1.077  -2.613
H  1.554  3.799  -3.247
H  2.472  3.516  -1.734
H  0.764  4.059  -1.662
H  0.108  1.331  -4.523
H  -0.571  2.835  -3.798
H  -1.213  1.234  -3.329
C  0.181  -2.343  -2.913
C  -1.001  -1.844  -3.501
C  -1.350  -2.257  -4.790
C  -0.584  -3.223  -5.459
C  0.513  -3.816  -4.820
C  0.890  -3.387  -3.553
S  0.894  -1.768  -1.434
H  -1.178  1.966  1.230
H  -1.603  -1.131  -2.931
H  -2.231  -1.825  -5.272
H  -0.845  -3.525  -6.477
H  1.088  -4.611  -5.295
H  1.735  -3.827  -3.018
C  0.345  -3.362  3.013
O  0.292  -1.916  2.916
P  -0.884  -1.067  2.158
O  -2.145  -2.074  2.106
C  -3.109  -2.291  3.173
O  -1.288  0.082  3.276
C  -1.044  -0.059  4.697
H  1.302  -3.596  3.493
H  0.307  -3.842  2.026
H  -0.473  -3.725  3.653
H  -3.835  -2.993  2.756
H  -2.624  -2.754  4.045
H  -3.618  -1.359  3.451
H  -1.530  -0.961  5.087
H  -1.495  0.825  5.155
H  0.029  -0.071  4.922

=====

(3)
Density functional theory data (ωB97M-V with the def2-TZVPD basis set) for a molecular structure, C20H46OP4SeV in a non-equilibrium geometry.

Output
Total charge ... +3
Kohn-Sham gap (spin up / spin down) ... 0.1794 / 0.1758 hartree
<S²> ... 2.07
Energy above the lowest of the compared OMol25 structures with the same formula, charge and spin ... 0.0 kcal per mole
LUMO (spin up / spin down) ... -12.46 / -12.46 eV
HOMO level (spin up / spin down) ... -17.343 / -17.246 eV
Max |F| ... 5.82 eV/Å
Multiplicity ... 3

Positions of all 73 atoms, in Å:
V  -0.904  0.128  0.127
P  0.698  2.044  -0.202
P  -1.853  1.264  1.937
P  -2.296  1.140  -1.611
H  4.506  0.168  -0.088
C  3.967  -0.453  -0.800
C  4.121  -0.067  -2.192
H  4.374  0.964  -2.444
C  2.158  1.959  0.894
C  0.192  3.788  0.054
C  1.421  2.094  -1.881
C  -2.955  0.213  2.946
C  -0.610  1.763  3.179
C  -2.864  2.770  1.711
C  -1.907  0.295  -3.192
C  -2.379  2.891  -2.141
C  -4.076  0.746  -1.416
H  4.138  -1.514  -0.603
H  4.216  -0.840  -2.958
H  2.130  1.025  1.472
H  2.149  2.810  1.586
H  3.073  1.989  0.290
H  0.137  4.019  1.125
H  -0.775  3.998  -0.414
H  0.957  4.427  -0.409
H  2.234  1.361  -1.983
H  1.825  3.102  -2.050
H  0.660  1.885  -2.645
H  -3.317  0.807  3.798
H  -2.410  -0.666  3.315
H  -3.807  -0.129  2.345
H  -1.109  1.828  4.155
H  -0.171  2.735  2.927
H  0.186  1.008  3.224
H  -3.361  2.989  2.667
H  -3.628  2.615  0.939
H  -2.235  3.621  1.426
H  -2.662  0.581  -3.938
H  -1.909  -0.795  -3.062
H  -0.913  0.597  -3.546
H  -3.062  2.957  -3.000
H  -1.395  3.263  -2.446
H  -2.770  3.521  -1.332
H  -4.611  1.107  -2.307
H  -4.489  1.231  -0.524
H  -4.214  -0.339  -1.322
C  -0.711  -2.356  -1.259
C  0.419  -1.586  -1.542
C  1.323  -2.016  -2.518
C  1.085  -3.214  -3.200
C  -0.044  -3.991  -2.902
C  -0.953  -3.565  -1.930
Se  -2.077  -1.589  0.010
H  2.721  -0.282  -0.509
H  0.583  -0.614  -0.995
H  2.206  -1.406  -2.723
H  1.791  -3.538  -3.967
H  -0.219  -4.927  -3.433
H  -1.854  -4.129  -1.688
C  2.418  -2.068  3.664
P  1.262  -2.210  2.297
C  1.985  -3.296  1.061
C  -0.212  -3.030  2.911
O  0.975  -0.833  1.733
H  3.296  -1.502  3.332
H  2.728  -3.063  4.007
H  1.930  -1.533  4.488
H  2.127  -4.291  1.504
H  1.324  -3.374  0.188
H  2.956  -2.895  0.745
H  -1.003  -3.001  2.147
H  0.040  -4.072  3.149
H  -0.556  -2.521  3.819